Entry 1:
Below is C36H30BN2O8Zr as an isolated structure, with properties calculated with the ωB97M-V functional and the def2-TZVPD basis.

ORCA input file:
```
! RIJCOSX wB97M-V def2-TZVPD def2/J DEFGRID3
* xyz -1 1
Zr 0.41 1.15 -1.50
O -1.47 0.59 -1.15
C -2.37 -0.43 -1.43
C -1.64 -1.51 -2.27
C -0.43 -2.11 -1.61
C -0.40 -3.47 -1.34
C 0.71 -4.02 -0.71
C 1.75 -3.19 -0.35
C 1.68 -1.83 -0.65
C 2.78 -0.92 -0.21
C 2.28 0.11 0.84
O 1.30 0.90 0.23
C 3.40 1.06 1.27
C 3.48 1.52 2.58
C 4.42 2.47 2.94
C 5.30 2.98 2.00
C 5.21 2.54 0.68
C 4.27 1.59 0.32
C 1.68 -0.69 1.99
C 2.49 -1.49 2.79
C 1.95 -2.32 3.75
C 0.57 -2.37 3.92
C -0.25 -1.58 3.13
C 0.30 -0.74 2.17
N 0.61 -1.31 -1.30
C -3.52 0.10 -2.29
C -4.68 -0.65 -2.46
C -5.71 -0.20 -3.27
C -5.59 1.01 -3.93
C -4.44 1.77 -3.76
C -3.41 1.31 -2.95
C -2.92 -0.95 -0.10
C -3.27 -2.28 0.12
C -3.82 -2.68 1.33
C -4.04 -1.76 2.34
C -3.69 -0.43 2.13
C -3.13 -0.03 0.93
H -1.34 -1.01 -3.19
H -2.33 -2.31 -2.54
H -1.24 -4.09 -1.62
H 0.74 -5.08 -0.49
H 2.61 -3.56 0.18
H 3.18 -0.39 -1.07
H 3.58 -1.52 0.22
H 2.79 1.15 3.33
H 4.45 2.84 3.96
H 6.02 3.73 2.27
H 5.87 2.95 -0.08
H 4.18 1.31 -0.72
H 3.57 -1.45 2.66
H 2.60 -2.93 4.37
H 0.14 -3.02 4.67
H -1.32 -1.61 3.25
H -0.34 -0.13 1.55
H -4.80 -1.60 -1.93
H -6.61 -0.80 -3.39
H -6.39 1.37 -4.57
H -4.33 2.71 -4.28
H -2.51 1.90 -2.84
H -3.12 -3.02 -0.65
H -4.08 -3.72 1.49
H -4.46 -2.07 3.29
H -3.84 0.30 2.92
H -2.85 1.00 0.77
O 3.44 0.36 -4.25
C 2.40 0.60 -3.69
O 2.29 1.05 -2.46
C 1.00 0.37 -4.35
O 0.88 -0.13 -5.45
O 0.03 0.74 -3.56
B 1.47 4.64 2.92
C 1.40 4.23 1.40
N 1.36 3.96 0.28
H 2.57 5.11 3.06
H 0.60 5.46 3.09
H 1.31 3.63 3.56
O 1.32 3.66 -0.99
O -0.04 3.22 -1.30
*
```

Output
Orbital gap = 8.84 eV
E_HOMO = -0.238 Eh


Entry 2:
Below is C36H30Cl2N5O6PPdS as an isolated structure, with properties calculated with the ωB97M-V functional and the def2-TZVPD basis.

ORCA input file:
```
! RIJCOSX wB97M-V def2-TZVPD def2/J DEFGRID3
* xyz 2 5
Pd 0.00 0.08 0.48
N 2.35 0.14 -0.02
C 3.15 -1.01 0.24
C 4.46 -0.92 0.68
C 5.18 -2.09 0.93
C 4.60 -3.33 0.73
C 3.28 -3.42 0.31
C 2.56 -2.26 0.06
P 0.85 -2.22 -0.46
C 0.18 -3.86 -0.20
C -0.14 -4.69 -1.27
C -0.57 -5.98 -1.03
C -0.68 -6.44 0.28
C -0.38 -5.61 1.35
C 0.05 -4.32 1.12
C 0.81 -1.83 -2.22
C -0.32 -1.24 -2.79
C -0.37 -0.98 -4.15
C 0.73 -1.29 -4.95
C 1.86 -1.87 -4.39
C 1.90 -2.15 -3.03
H 2.76 1.00 0.33
H 2.15 0.26 -1.01
H 4.92 0.05 0.83
H 6.20 -2.02 1.28
H 5.17 -4.23 0.93
H 2.82 -4.39 0.17
H -0.05 -4.33 -2.29
H -0.80 -6.64 -1.86
H -1.01 -7.46 0.46
H -0.47 -5.98 2.37
H 0.30 -3.67 1.95
H -1.18 -1.01 -2.17
H -1.25 -0.53 -4.59
H 0.70 -1.08 -6.01
H 2.70 -2.12 -5.01
H 2.78 -2.60 -2.60
Cl 0.12 -0.85 2.86
C -1.40 -1.61 3.20
C -1.68 -1.88 4.51
C -2.89 -2.50 4.83
C -3.80 -2.86 3.85
C -3.52 -2.59 2.53
Cl -4.66 -3.03 1.33
C -2.30 -1.95 2.15
S -2.03 -1.64 0.50
H -0.97 -1.61 5.28
H -3.11 -2.72 5.87
H -4.73 -3.34 4.11
C -4.41 2.79 -1.84
C -3.61 2.29 -0.69
C -3.70 2.55 0.67
C -2.67 1.82 1.28
N -1.99 1.15 0.35
N -2.57 1.44 -0.83
C -2.32 1.76 2.73
H -5.18 3.47 -1.49
H -4.90 1.97 -2.37
H -3.78 3.33 -2.55
H -4.41 3.19 1.15
H -2.16 1.12 -1.70
H -2.65 2.67 3.23
H -1.25 1.67 2.87
H -2.83 0.92 3.21
O 0.66 2.05 1.13
C 0.64 2.53 -0.05
O 0.33 1.77 -1.02
C 1.00 3.94 -0.29
C 1.10 4.41 -1.60
C 1.45 5.72 -1.80
C 1.69 6.60 -0.76
C 1.57 6.10 0.52
C 1.24 4.79 0.78
N 1.83 7.01 1.66
O 1.74 6.54 2.77
O 2.13 8.15 1.39
N 1.56 6.22 -3.19
O 1.80 7.39 -3.34
O 1.39 5.41 -4.08
H 0.92 3.76 -2.44
H 1.95 7.63 -0.95
H 1.16 4.45 1.80
*
```

Output
Orbital gap (alpha / beta) = 8.69 / 6.03 eV
E_HOMO (alpha / beta) = -0.509 / -0.535 Eh


Number 1: E_tot -59140.9054 eV. Number 2: E_tot -106182.5048 eV.